C6H7AgO6 | ωB97M-V/def2-TZVPD

CARTESIAN COORDINATES (ANGSTROEM)
Ag1 1.020 -2.043 -2.648
O1 3.134 0.105 -0.324
O2 3.052 2.341 -0.530
O3 1.132 -1.791 -0.379
O4 -1.586 0.299 -1.558
O5 -2.023 -1.212 -0.120
O6 1.612 1.234 0.768
C1 1.542 -0.089 1.319
C2 -2.524 0.979 -0.682
C3 -1.186 -0.834 -1.047
C4 -2.809 -0.091 0.366
C5 2.252 -0.985 0.285
C6 2.621 1.293 -0.109
H1 -2.023 1.868 -0.286
H2 3.007 -1.601 0.811
H3 1.998 -0.127 2.315
H4 -3.396 1.258 -1.280
H5 0.477 -0.358 1.333
H6 -2.448 0.167 1.366
H7 -3.854 -0.411 0.400

Output
Energy above the lowest of the compared OMol25 structures with the same formula, charge and spin ... 244.0 kJ/mol
Net charge ... 0
Frontier orbital gap ... 7.15 eV
E ... -22614.8104 eV
Highest occupied orbital energy ... -8.45 eV
Strongest force on any atom ... 5.30 eV Å⁻¹

---

C6H7AgO6 | ωB97M-V/def2-TZVPD

CARTESIAN COORDINATES (ANGSTROEM)
Ag1 0.953 1.661 0.414
O1 -1.785 -0.758 0.737
O2 0.163 0.211 1.496
O3 2.943 1.824 0.325
O4 2.145 0.006 -0.524
O5 -0.633 0.723 -0.567
O6 4.364 0.099 -0.086
C1 3.301 0.673 -0.072
C2 -0.466 -0.370 0.488
C3 1.732 -1.287 -0.408
C4 -2.632 0.357 0.521
C5 0.286 -1.543 -0.167
C6 -2.024 0.988 -0.726
H1 -2.603 1.043 1.381
H2 0.191 -2.409 0.502
H3 -2.193 2.068 -0.794
H4 -3.656 -0.003 0.374
H5 2.542 -1.970 -0.155
H6 -2.385 0.496 -1.641
H7 -0.243 -1.807 -1.098

Output
Energy above the lowest of the compared OMol25 structures with the same formula, charge and spin ... 0.0 kJ/mol
Net charge ... 0
2S+1 ... 3
Frontier orbital gap (alpha / beta) ... 7.25 / 6.71 eV
E ... -22614.3319 eV
<S²> ... 2.008
Highest occupied orbital energy (alpha / beta) ... -7.51 / -9.69 eV
Strongest force on any atom ... 2.98 eV Å⁻¹

---

C6H7B | ωB97M-V/def2-TZVPD

CARTESIAN COORDINATES (ANGSTROEM)
C1 1.346 -0.878 -0.066
C2 3.713 -0.286 -0.147
C3 -1.032 -0.356 -0.015
C4 0.623 1.768 -0.010
C5 -2.321 -1.000 0.026
C6 2.569 -0.579 0.174
B1 0.203 0.200 -0.066
H1 -2.844 -1.337 -0.959
H2 1.090 -1.992 -0.284
H3 -3.138 -0.376 0.309
H4 0.089 2.459 -0.653
H5 0.311 2.107 1.024
H6 -2.284 -1.868 0.789
H7 1.674 2.138 -0.121

Output
Energy above the lowest of the compared OMol25 structures with the same formula, charge and spin ... 477.2 kJ/mol
Net charge ... 0
Frontier orbital gap ... 7.82 eV
E ... -7003.4771 eV
Highest occupied orbital energy ... -9.30 eV
Strongest force on any atom ... 4.69 eV Å⁻¹

---

C6H7Br | ωB97M-V/def2-TZVPD

CARTESIAN COORDINATES (ANGSTROEM)
Br1 3.728 0.132 -0.170
C1 -0.370 1.329 0.336
C2 -1.443 -0.759 -0.020
C3 1.096 1.111 0.067
C4 1.725 0.059 0.106
C5 -1.349 0.419 -0.562
C6 -1.319 -2.011 0.044
H1 -1.449 0.457 -1.553
H2 -2.086 -2.587 0.767
H3 -0.814 2.318 0.154
H4 1.556 -0.951 -0.090
H5 -0.622 1.174 1.377
H6 -0.615 -2.624 -0.393
H7 1.963 1.933 -0.062

Output
Energy above the lowest of the compared OMol25 structures with the same formula, charge and spin ... 341.8 kJ/mol
Net charge ... 0
Frontier orbital gap ... 10.18 eV
SMILES ... C=C=CC/C=C/Br
E ... -76372.9274 eV
Highest occupied orbital energy ... -9.49 eV
Strongest force on any atom ... 8.05 eV Å⁻¹

---

C6H7Br3O3 | ωB97M-V/def2-TZVPD

CARTESIAN COORDINATES (ANGSTROEM)
Br1 4.348 -1.097 2.514
Br2 3.236 -3.824 1.114
Br3 4.442 -1.373 -0.728
O1 -0.819 0.657 -0.783
O2 1.072 -1.362 2.875
O3 -0.997 0.742 1.489
C1 0.880 -1.234 1.761
C2 -0.457 0.231 0.399
C3 -2.009 1.521 -0.867
C4 3.521 -1.958 0.941
C5 0.597 -0.717 0.567
C6 -2.329 1.539 -2.308
H1 -1.951 0.667 -2.641
H2 -1.827 2.287 -2.884
H3 -1.768 2.480 -0.442
H4 -0.724 0.214 2.240
H5 -3.461 1.470 -2.598
H6 -2.700 0.914 -0.319
H7 0.945 -1.157 -0.332

Output
Energy above the lowest of the compared OMol25 structures with the same formula, charge and spin ... 328.4 kJ/mol
Net charge ... 0
Frontier orbital gap (alpha / beta) ... 5.51 / 5.50 eV
E ... -222600.2765 eV
Highest occupied orbital energy (alpha / beta) ... -6.28 / -6.27 eV
Strongest force on any atom ... 3.68 eV Å⁻¹

---

C6H7BrI2O3 | ωB97M-V/def2-TZVPD

CARTESIAN COORDINATES (ANGSTROEM)
I1 1.683 -3.558 -1.746
I2 -1.367 -1.635 -2.568
Br1 0.840 -3.038 1.453
O1 1.144 1.219 0.034
O2 1.038 -0.853 -0.603
O3 -0.437 -0.105 0.899
C1 0.487 0.041 0.153
C2 -0.961 -2.415 -0.692
C3 0.444 3.521 -0.182
C4 0.749 2.383 0.815
C5 0.392 -2.635 -0.319
C6 -1.979 -2.813 0.053
H1 -1.812 -3.065 1.169
H2 -0.540 3.310 -0.790
H3 -2.929 -2.877 -0.292
H4 1.613 2.416 1.474
H5 0.405 4.418 0.546
H6 -0.092 2.042 1.297
H7 1.322 3.646 -0.700

Output
Energy above the lowest of the compared OMol25 structures with the same formula, charge and spin ... 124.7 kJ/mol
Net charge ... 0
Frontier orbital gap ... 8.59 eV
E ... -98718.5008 eV
Highest occupied orbital energy ... -9.36 eV
Strongest force on any atom ... 4.32 eV Å⁻¹

---

C6H7BrN2S | ωB97M-V/def2-TZVPD

CARTESIAN COORDINATES (ANGSTROEM)
Br1 -3.098 -0.758 -1.344
S1 -1.743 -0.458 1.385
N1 -1.111 2.450 2.051
N2 -0.403 1.881 1.223
C1 -1.593 -0.900 -0.164
C2 -0.366 -1.333 -0.931
C3 0.839 -1.156 -0.020
C4 1.712 -0.043 -0.535
C5 1.427 1.218 -0.329
C6 0.299 1.578 0.349
H1 -0.518 -2.206 -1.510
H2 0.510 -1.109 1.071
H3 1.825 2.109 -0.808
H4 -1.557 1.754 2.605
H5 1.572 -1.972 -0.134
H6 -0.334 -0.670 -1.742
H7 2.539 -0.384 -1.167

Output
Energy above the lowest of the compared OMol25 structures with the same formula, charge and spin ... 322.8 kJ/mol
Net charge ... 0
Frontier orbital gap ... 7.42 eV
E ... -90188.5090 eV
Highest occupied orbital energy ... -7.99 eV
Strongest force on any atom ... 2.32 eV Å⁻¹

---

C6H7Cl | ωB97M-V/def2-TZVPD

CARTESIAN COORDINATES (ANGSTROEM)
Cl1 4.194 1.274 -0.045
C1 -2.468 -1.540 -0.329
C2 -1.868 -0.421 0.070
C3 0.171 0.811 0.328
C4 -0.454 -0.263 -0.248
C5 1.604 1.120 0.422
C6 2.687 0.466 -0.119
H1 -0.008 -1.012 -0.679
H2 -3.426 -1.720 -0.074
H3 1.681 2.068 0.998
H4 2.770 -0.348 -0.715
H5 -0.405 1.520 0.842
H6 -2.482 0.245 0.555
H7 -1.998 -2.200 -1.008

Output
Energy above the lowest of the compared OMol25 structures with the same formula, charge and spin ... 187.1 kJ/mol
Net charge ... 0
Frontier orbital gap ... 8.06 eV
SMILES ... C=C/C=C/C=C/Cl
E ... -18855.1211 eV
Highest occupied orbital energy ... -8.08 eV
Strongest force on any atom ... 7.96 eV Å⁻¹

---

C6H7Cl | ωB97M-V/def2-TZVPD

CARTESIAN COORDINATES (ANGSTROEM)
Cl1 -1.455 0.444 2.583
C1 0.321 -0.758 -1.415
C2 0.524 -0.667 1.116
C3 -0.915 -0.336 -1.711
C4 0.087 1.789 0.855
C5 0.775 -1.211 -0.096
C6 -0.186 0.599 1.384
H1 -0.477 2.650 1.139
H2 -1.197 -0.047 -2.692
H3 0.876 1.880 0.105
H4 -1.674 -0.238 -0.937
H5 1.372 -2.119 -0.101
H6 1.058 -0.833 -2.233
H7 0.891 -1.154 2.002

Output
Energy above the lowest of the compared OMol25 structures with the same formula, charge and spin ... 94.5 kJ/mol
Net charge ... 0
Frontier orbital gap ... 9.33 eV
SMILES ... C=C/C=C\C(=C)Cl
E ... -18856.0814 eV
Highest occupied orbital energy ... -8.83 eV
Strongest force on any atom ... 1.35 eV Å⁻¹

---

C6H7Cl | ωB97M-V/def2-TZVPD

CARTESIAN COORDINATES (ANGSTROEM)
Cl1 0.000 -1.238 2.941
C1 -0.260 -0.117 1.609
C2 0.163 0.928 1.002
C3 0.049 -2.005 -1.790
C4 -1.160 0.303 0.469
C5 1.010 2.175 0.690
C6 -0.072 -2.895 -2.622
H1 0.343 -1.239 -1.195
H2 2.033 2.146 1.141
H3 -0.373 -3.611 -3.267
H4 -1.111 -0.359 -0.414
H5 1.107 2.140 -0.439
H6 0.373 3.079 1.051
H7 -2.102 0.693 0.823

Output
Energy above the lowest of the compared OMol25 structures with the same formula, charge and spin ... 440.7 kJ/mol
Net charge ... 0
Frontier orbital gap ... 10.11 eV
SMILES ... CC1=C(Cl)C1.C#C
E ... -18852.4930 eV
Highest occupied orbital energy ... -9.32 eV
Strongest force on any atom ... 5.31 eV Å⁻¹

---

C6H7Cl2NSi | ωB97M-V/def2-TZVPD

CARTESIAN COORDINATES (ANGSTROEM)
Cl1 2.778 -0.972 1.435
Cl2 2.756 0.175 -1.650
Si1 2.352 0.698 0.271
N1 -1.090 -0.491 1.004
C1 -1.283 -0.567 -1.382
C2 -0.675 -0.272 -0.203
C3 -2.467 -1.333 -1.248
C4 -2.238 -1.082 1.180
C5 -2.910 -1.542 0.066
C6 3.148 2.397 0.596
H1 -3.801 -2.190 0.361
H2 -2.581 -1.251 2.156
H3 -0.902 -0.428 -2.390
H4 3.034 3.134 -0.339
H5 2.803 2.956 1.425
H6 4.167 2.417 0.931
H7 -3.092 -1.647 -2.213

Output
Energy above the lowest of the compared OMol25 structures with the same formula, charge and spin ... 449.3 kJ/mol
Net charge ... 0
Frontier orbital gap (alpha / beta) ... 7.81 / 7.48 eV
E ... -40746.7508 eV
Highest occupied orbital energy (alpha / beta) ... -8.25 / -7.45 eV
Strongest force on any atom ... 3.12 eV Å⁻¹

---

C6H7ClN3O | ωB97M-V/def2-TZVPD

CARTESIAN COORDINATES (ANGSTROEM)
Cl1 -0.371 -3.214 0.472
O1 -1.470 -0.574 -0.569
N1 1.995 2.387 -1.308
N2 -0.470 -0.045 -1.390
N3 -2.758 -2.913 1.241
C1 0.463 0.670 -0.857
C2 1.743 1.750 0.875
C3 0.790 0.830 0.539
C4 1.056 1.609 -1.703
C5 2.458 2.419 -0.117
C6 -1.942 -2.605 0.340
H1 0.517 0.254 1.374
H2 2.190 1.861 1.969
H3 3.524 2.863 -0.096
H4 -2.563 -3.281 2.196
H5 0.580 1.583 -2.741
H6 -3.696 -2.645 1.056
H7 -2.046 -0.949 -1.281

Output
Energy above the lowest of the compared OMol25 structures with the same formula, charge and spin ... 361.3 kJ/mol
Net charge ... +1
Frontier orbital gap (alpha / beta) ... 5.12 / 5.12 eV
E ... -25362.4245 eV
Highest occupied orbital energy (alpha / beta) ... -11.92 / -11.92 eV
Strongest force on any atom ... 4.85 eV Å⁻¹

---

Please write out number 12 again, unchanged.
C6H7ClN3O | ωB97M-V/def2-TZVPD

CARTESIAN COORDINATES (ANGSTROEM)
Cl1 -0.371 -3.214 0.472
O1 -1.470 -0.574 -0.569
N1 1.995 2.387 -1.308
N2 -0.470 -0.045 -1.390
N3 -2.758 -2.913 1.241
C1 0.463 0.670 -0.857
C2 1.743 1.750 0.875
C3 0.790 0.830 0.539
C4 1.056 1.609 -1.703
C5 2.458 2.419 -0.117
C6 -1.942 -2.605 0.340
H1 0.517 0.254 1.374
H2 2.190 1.861 1.969
H3 3.524 2.863 -0.096
H4 -2.563 -3.281 2.196
H5 0.580 1.583 -2.741
H6 -3.696 -2.645 1.056
H7 -2.046 -0.949 -1.281

Output
Energy above the lowest of the compared OMol25 structures with the same formula, charge and spin ... 361.3 kJ/mol
Net charge ... +1
Frontier orbital gap (alpha / beta) ... 5.12 / 5.12 eV
E ... -25362.4245 eV
Highest occupied orbital energy (alpha / beta) ... -11.92 / -11.92 eV
Strongest force on any atom ... 4.85 eV Å⁻¹

---

What did the fifth record say?
C6H7Br3O3 | ωB97M-V/def2-TZVPD

CARTESIAN COORDINATES (ANGSTROEM)
Br1 4.348 -1.097 2.514
Br2 3.236 -3.824 1.114
Br3 4.442 -1.373 -0.728
O1 -0.819 0.657 -0.783
O2 1.072 -1.362 2.875
O3 -0.997 0.742 1.489
C1 0.880 -1.234 1.761
C2 -0.457 0.231 0.399
C3 -2.009 1.521 -0.867
C4 3.521 -1.958 0.941
C5 0.597 -0.717 0.567
C6 -2.329 1.539 -2.308
H1 -1.951 0.667 -2.641
H2 -1.827 2.287 -2.884
H3 -1.768 2.480 -0.442
H4 -0.724 0.214 2.240
H5 -3.461 1.470 -2.598
H6 -2.700 0.914 -0.319
H7 0.945 -1.157 -0.332

Output
Energy above the lowest of the compared OMol25 structures with the same formula, charge and spin ... 328.4 kJ/mol
Net charge ... 0
Frontier orbital gap (alpha / beta) ... 5.51 / 5.50 eV
E ... -222600.2765 eV
Highest occupied orbital energy (alpha / beta) ... -6.28 / -6.27 eV
Strongest force on any atom ... 3.68 eV Å⁻¹

---

Q: Which of these has the highest net charge?
A: C6H7ClN3O

---

Q: Among the records above, which one has the highest net charge?
A: C6H7ClN3O